[1]
Here is a 2-piece molecular cluster, C9H7BrClF3S overall from OMol25. Energies are from wB97M-V/def2-TZVPD.

Frontier orbital gap (spin up / spin down) = 6.268 / 6.266 eV
HOMO (spin up / spin down) = -8.8 / -8.8 eV
E = -110996.138 eV

Cartesian coordinates (Å):
C1 2.41836 -0.06882 -1.65457
C2 1.49336 -1.09897 -1.68977
C3 2.64485 0.61522 -0.47157
C4 0.80638 -1.45573 -0.54308
C5 1.94775 0.27104 0.67152
C6 1.03455 -0.77381 0.64576
C7 0.32267 -1.16641 1.90748
C8 -3.28713 1.51565 0.31287
C9 -2.20012 0.70272 -0.29527
F1 -4.39367 0.79585 0.51043
F2 -2.92194 2.01980 1.49988
F3 -1.03566 1.35424 -0.39467
S1 -1.46545 -1.28746 1.72773
Cl1 -3.73438 2.93721 -0.75316
Br1 -2.62433 -0.27597 -1.81779
H1 2.96057 0.19964 -2.54848
H2 1.30602 -1.62835 -2.61146
H3 3.36146 1.42222 -0.44377
H4 0.08515 -2.26083 -0.56944
H5 2.11740 0.81625 1.58766
H6 0.63024 -2.17051 2.21592
H7 0.53391 -0.46297 2.71376

[2]
Here is an isolated ion of composition C9H7BrN3S and charge +1 from OMol25. Energies are from wB97M-V/def2-TZVPD.

Frontier orbital gap (spin up / spin down) = 6.501 / 6.502 eV
HOMO (spin up / spin down) = -12.6 / -12.6 eV
Net charge = +1
E = -94780.610 eV

Cartesian coordinates (Å):
C1 -1.05641 -0.34260 -0.60339
C2 -1.67030 1.87595 0.02990
C3 -2.32429 -0.80570 -0.53374
C4 -2.96071 1.38636 0.21392
C5 -0.70845 0.94897 -0.30238
C6 -3.35846 0.08503 -0.05214
C7 2.66704 -0.15095 -1.57917
C8 1.95348 0.48474 -0.69053
C9 2.30187 -1.11131 2.08013
N1 3.44838 -1.23577 -1.28864
N2 3.47036 -1.45006 0.00314
N3 2.89454 -0.98113 1.00909
S1 0.96824 1.60506 -0.06351
Br1 -5.16246 -0.37481 0.10222
H1 -0.28029 -1.05383 -1.06929
H2 -1.27952 2.84816 0.29324
H3 -2.24250 -1.82667 -0.73676
H4 -3.65369 2.08068 0.70224
H5 2.82259 0.24251 -2.57004
H6 2.71923 -0.47112 2.83491
H7 1.45134 -1.75351 2.22080

[3]
Here is a 2-piece molecular cluster, C9H7BrOS2 overall from OMol25. Energies are from wB97M-V/def2-TZVPD.

Frontier orbital gap = 8.387 eV
HOMO = -8.0 eV
E = -103203.377 eV

Cartesian coordinates (Å):
C1 0.62443 2.72458 -1.96563
C2 0.67473 1.45220 -1.26489
C3 0.04699 3.68710 -1.15867
C4 0.12992 1.45862 -0.03489
C5 1.13821 -0.68110 0.72091
C6 0.74468 -1.90895 0.39174
C7 -1.46555 -3.27825 1.78639
C8 -0.03990 0.38377 0.95830
C9 -0.75059 -2.03870 0.29668
O1 -1.31604 -3.09511 2.94425
S1 -0.30913 3.05142 0.44084
S2 -1.59676 -0.50052 0.48924
Br1 -1.32435 -3.02816 -1.28116
H1 0.87990 2.77239 -2.95523
H2 1.04710 0.62534 -1.80980
H3 0.02279 4.72903 -1.27423
H4 2.19449 -0.47287 0.62449
H5 1.44606 -2.72047 -0.04227
H6 -1.88404 -3.94030 1.08510
H7 -0.26294 0.77996 2.04886

[4]
Here is C9H7Cl2MnN3O4S3 as an isolated structure from OMol25. Energies are from wB97M-V/def2-TZVPD.

Frontier orbital gap (spin up / spin down) = 4.862 / 5.775 eV
Spin multiplicity = 6
HOMO (spin up / spin down) = -0.6 / -1.5 eV
Net charge = -2
Expectation value of S² = 8.773
E = -110974.873 eV

Cartesian coordinates (Å):
Mn1 -3.42456 -0.79732 -3.18702
Cl1 -2.16017 2.25283 -3.17401
C1 -2.28659 2.48365 -4.92044
Cl2 -2.67375 0.96752 -5.75394
H1 -1.32998 2.83415 -5.29006
H2 -3.07133 3.20261 -5.12412
O1 -3.53612 -2.03416 -4.37199
S1 -0.70813 -0.46161 3.79221
C2 -0.25579 -0.53732 2.16834
S2 -1.36628 -0.54046 0.84466
C3 -0.05970 -0.73931 -0.33312
N1 1.11367 -0.75393 0.25922
N2 0.97771 -0.64200 1.64009
C4 2.20063 -0.74818 2.36026
C5 2.46359 0.05848 3.45946
C6 3.68018 -0.06747 4.11481
C7 4.62843 -0.97961 3.68002
C8 4.35760 -1.77097 2.57380
C9 3.14719 -1.66034 1.90727
S3 -0.40604 -0.78096 -1.97616
H3 1.70560 0.75491 3.78118
H4 3.88360 0.56293 4.97228
H5 5.57576 -1.06958 4.19769
H6 5.09256 -2.48409 2.22027
H7 2.91506 -2.24638 1.03000
O2 -5.85743 2.15369 -1.68748
N3 -5.12938 1.31478 -2.21704
O3 -5.08483 1.16104 -3.45702
O4 -4.39151 0.56713 -1.50918

[5]
Here is C9H7Cl2NO3RuY as an isolated structure from OMol25. Energies are from wB97M-V/def2-TZVPD.

Frontier orbital gap (spin up / spin down) = 7.602 / 5.509 eV
Spin multiplicity = 6
HOMO (spin up / spin down) = -23.6 / -24.6 eV
Net charge = +4
Expectation value of S² = 8.792
E = -45697.371 eV

Cartesian coordinates (Å):
Y1 0.11460 0.58105 -3.59569
Ru1 0.03215 1.65716 -1.02336
Cl1 -0.77131 -1.44704 -2.47146
Cl2 -0.31456 3.11038 -2.87423
C1 1.66723 2.37257 -0.67413
C2 0.98648 -1.07416 -5.26992
C3 1.00370 1.78168 -5.73085
O1 2.70111 2.85866 -0.33293
O2 1.29243 -1.91730 -5.99291
O3 1.37928 2.38638 -6.63555
C4 -1.06913 -1.57273 4.23926
C5 -0.68374 -0.99682 2.91103
C6 0.61969 -1.02353 2.41912
C7 0.91723 -0.38822 1.20483
N1 -0.04769 0.25791 0.49883
C8 -1.31895 0.22108 0.92892
C9 -1.65164 -0.37690 2.13281
H1 -0.85280 -2.64579 4.25953
H2 -0.54686 -1.09770 5.08012
H3 -2.14434 -1.41973 4.37247
H4 1.43017 -1.44323 3.00784
H5 1.92673 -0.30832 0.79064
H6 -1.99441 0.77033 0.27908
H7 -2.67537 -0.28575 2.47653

[6]
Here is one molecule with the formula C9H7N3 from OMol25. Energies are from wB97M-V/def2-TZVPD.

Frontier orbital gap = 7.137 eV
HOMO = -7.2 eV
E = -13907.157 eV

Cartesian coordinates (Å):
C1 -3.26286 0.16951 0.41739
C2 -2.31766 1.26229 0.43290
C3 -2.67246 -0.90080 -0.15865
C4 -1.14894 0.73403 0.01611
C5 2.38357 -0.47453 1.19730
C6 3.13968 -0.53187 0.17016
C7 0.79943 -1.33560 -0.67108
C8 1.41232 1.06759 -0.57182
C9 1.63481 -0.20090 -0.10448
N1 -0.44658 -1.43958 -0.78173
N2 1.50838 2.24776 -0.83986
N3 -1.36748 -0.52918 -0.38141
H1 -4.27011 0.19237 0.78046
H2 -2.36504 2.25202 0.80915
H3 -3.16114 -1.98017 -0.28613
H4 2.45896 -0.29603 2.29193
H5 3.98755 -0.93892 -0.37878
H6 1.45892 -2.24181 -0.96575
H7 2.22865 2.94381 -0.97570